(1)
# C34H78BNNbO5

A structure of composition C34H78BNNbO5 at a distorted geometry (ωB97M-V with the def2-TZVPD basis set, OMol25).

Last column: Löwdin charge in e.
Element x y z (Å)
1 C 3.605 4.477 0.802  -0.122
2 O 2.634 5.416 1.203  -0.175
3 C 1.310 4.900 1.168  -0.210
4 C 0.646 5.080 -0.203  -0.165
5 C -0.364 6.233 -0.283  -0.202
6 C -1.529 6.139 0.722  -0.200
7 C -2.863 5.658 0.120  -0.213
8 C -3.383 4.383 0.750  -0.231
9 C -4.541 3.752 -0.016  -0.232
10 C -5.055 2.458 0.612  -0.216
11 C -3.941 1.501 1.034  -0.243
12 C -3.009 1.102 -0.115  -0.296
13 C -1.559 0.749 0.307  -0.322
14 Nb -1.052 -1.469 0.446  1.580
15 C 0.561 -1.134 -1.065  -0.407
16 C 1.360 0.180 -0.972  -0.337
17 C 2.872 -0.001 -0.851  -0.236
18 C 3.605 1.307 -0.565  -0.181
19 C 3.484 1.749 0.908  -0.204
20 C 4.767 1.643 1.708  -0.221
21 O 5.830 2.266 0.997  -0.201
22 C 7.067 2.216 1.655  -0.120
23 C 0.590 -1.293 2.038  -0.258
24 C 1.229 -2.490 2.652  -0.547
25 C 0.341 -3.391 3.474  -0.076
26 N 2.459 -2.822 2.540  0.091
27 O -2.515 -1.941 1.729  -0.193
28 B -2.630 -1.556 3.017  -0.984
29 O -2.810 -2.504 4.034  0.123
30 O -2.491 -0.201 3.361  0.106
31 H 4.580 4.966 0.853  0.106
32 H 3.446 4.102 -0.218  0.101
33 H 3.621 3.617 1.489  0.045
34 H 0.766 5.456 1.938  0.116
35 H 1.325 3.846 1.478  0.123
36 H 0.166 4.148 -0.527  0.113
37 H 1.460 5.271 -0.912  0.112
38 H -0.787 6.239 -1.294  0.099
39 H 0.186 7.177 -0.183  0.108
40 H -1.255 5.434 1.518  0.094
41 H -1.656 7.104 1.220  0.104
42 H -3.614 6.456 0.197  0.109
43 H -2.727 5.482 -0.957  0.107
44 H -2.562 3.655 0.798  0.103
45 H -3.682 4.574 1.792  0.127
46 H -5.365 4.473 -0.109  0.109
47 H -4.195 3.562 -1.041  0.103
48 H -5.725 1.966 -0.105  0.109
49 H -5.670 2.714 1.486  0.104
50 H -4.381 0.610 1.491  0.103
51 H -3.337 1.978 1.819  0.091
52 H -3.478 0.276 -0.667  0.076
53 H -2.963 1.934 -0.828  0.082
54 H -0.888 1.197 -0.432  0.010
55 H -1.336 1.228 1.274  0.042
56 H -0.503 -3.238 0.306  -0.086
57 H -2.125 -1.820 -1.020  -0.095
58 H 1.255 -1.978 -0.955  0.024
59 H 0.118 -1.242 -2.061  0.014
60 H 1.046 0.773 -0.100  0.060
61 H 1.162 0.815 -1.850  0.084
62 H 3.047 -0.713 -0.028  0.096
63 H 3.290 -0.467 -1.753  0.099
64 H 3.185 2.092 -1.208  0.102
65 H 4.663 1.236 -0.834  0.108
66 H 2.747 1.104 1.405  0.114
67 H 3.098 2.771 0.992  0.006
68 H 4.644 2.136 2.683  0.127
69 H 5.015 0.586 1.900  0.132
70 H 6.973 1.931 2.711  0.085
71 H 7.547 3.200 1.620  0.083
72 H 7.744 1.490 1.182  0.086
73 H 0.221 -0.593 2.803  0.063
74 H 1.382 -0.778 1.476  0.011
75 H -0.628 -3.547 2.994  0.039
76 H 0.139 -2.933 4.450  0.083
77 H 0.840 -4.348 3.635  0.066
78 H 2.946 -2.120 1.978  0.014
79 H -3.520 -2.315 4.655  0.089
80 H -3.233 0.199 3.827  0.093
81 C -1.206 -9.876 3.349  -0.119
82 C -1.161 -8.913 2.168  -0.273
83 C -1.026 -7.447 2.578  -0.225
84 C -2.174 -6.914 3.437  -0.224
85 C -3.563 -7.044 2.808  -0.271
86 C -3.683 -6.295 1.486  -0.101
87 H -2.068 -9.683 3.989  0.061
88 H -1.267 -10.915 3.018  0.063
89 H -0.309 -9.774 3.966  0.072
90 H -2.060 -9.045 1.557  0.096
91 H -0.318 -9.173 1.521  0.103
92 H -0.928 -6.831 1.682  0.106
93 H -0.090 -7.316 3.130  0.109
94 H -1.982 -5.856 3.639  0.103
95 H -2.174 -7.414 4.411  0.099
96 H -4.294 -6.648 3.518  0.100
97 H -3.821 -8.099 2.666  0.093
98 H -3.413 -5.249 1.634  0.076
99 H -4.696 -6.339 1.085  0.066
100 H -3.010 -6.698 0.727  0.067
101 C -0.086 1.667 -8.065  -0.117
102 C 0.664 0.503 -7.427  -0.274
103 C 0.424 0.371 -5.924  -0.224
104 C 0.861 1.581 -5.097  -0.222
105 C 2.334 1.963 -5.249  -0.265
106 C 3.298 0.872 -4.801  -0.098
107 H 0.230 2.624 -7.648  0.063
108 H 0.080 1.708 -9.143  0.064
109 H -1.162 1.574 -7.896  0.074
110 H 1.735 0.609 -7.623  0.096
111 H 0.362 -0.430 -7.911  0.102
112 H 0.934 -0.523 -5.557  0.104
113 H -0.642 0.199 -5.745  0.112
114 H 0.658 1.368 -4.044  0.096
115 H 0.242 2.446 -5.353  0.101
116 H 2.516 2.863 -4.654  0.102
117 H 2.545 2.241 -6.287  0.094
118 H 3.114 0.604 -3.759  0.056
119 H 4.333 1.209 -4.881  0.070
120 H 3.199 -0.036 -5.400  0.068

Computed properties:
* net charge: -1
* gap between HOMO and LUMO: 6.9 eV
* electronic energy: -1854.985626 Ha
* HOMO level: -4.69 eV
* LUMO energy: 2.2 eV
* spin multiplicity: 1

***

(2)
# C5H6N2O

A structure of composition C5H6N2O at a distorted geometry (ωB97M-V with the def2-TZVPD basis set, OMol25).

Last column: Löwdin charge in e.
Element x y z (Å)
1 C 0.309 -2.509 0.000  -0.300
2 C -0.018 -0.346 -1.194  -0.315
3 C 0.151 1.905 -0.571  -0.217
4 C -0.496 1.635 0.730  -0.216
5 C -0.592 1.517 1.954  0.042
6 H -0.333 -2.732 -1.085  0.159
7 H -0.026 -0.777 1.137  0.248
8 H -0.368 -1.198 -1.942  0.122
9 H -0.316 2.857 -1.148  0.137
10 H 1.340 2.212 -0.287  0.176
11 H -0.484 1.005 3.093  0.129
12 N 0.459 -1.066 -0.023  0.005
13 N -0.147 0.788 -1.640  0.049
14 O 0.522 -3.291 0.975  -0.018

Computed properties:
* gap between HOMO and LUMO: 10.5 eV
* electronic energy: -378.643544 Ha
* HOMO level: -10.17 eV
* LUMO energy: 0.3 eV
* spin multiplicity: 1
* energy above the lowest of the compared OMol25 structures with the same formula, charge and spin: 597.04 kJ/mol

***

(3)
# C13H17NO9OsP2SeSi

A structure of composition C13H17NO9OsP2SeSi (ωB97M-V with the def2-TZVPD basis set, OMol25).

Last column: Löwdin spin population.
Element x y z (Å)
1 Os 0.072 -0.275 -0.249  2.710
2 O 0.877 3.345 1.296  0.031
3 C 0.349 2.349 0.877  0.019
4 O 0.976 1.212 0.646  0.114
5 C -1.130 2.290 0.579  0.021
6 C -1.894 3.461 0.658  -0.002
7 C -3.229 3.376 0.394  0.013
8 C -3.806 2.122 0.108  0.000
9 C -5.196 1.976 -0.117  0.003
10 C -5.733 0.743 -0.339  -0.003
11 C -4.902 -0.398 -0.336  0.003
12 C -3.556 -0.290 -0.137  -0.002
13 C -2.976 0.976 0.076  0.009
14 N -1.620 1.101 0.276  0.028
15 H -1.392 4.381 0.917  0.000
16 H -3.859 4.256 0.416  0.001
17 H -5.819 2.860 -0.098  0.000
18 H -6.795 0.633 -0.506  0.000
19 H -5.333 -1.377 -0.493  0.000
20 H -2.939 -1.171 -0.130  0.000
21 O -2.160 -3.208 0.387  0.006
22 P -1.147 -3.183 -0.845  0.018
23 O -1.607 -3.963 -1.979  0.004
24 O -0.937 -1.639 -1.161  0.194
25 O 0.246 -3.658 -0.234  0.005
26 P 0.924 -3.061 1.136  0.017
27 O 0.364 -4.039 2.267  0.009
28 O 2.381 -3.073 1.011  0.023
29 O 0.129 -1.772 1.395  0.163
30 H -1.761 -2.812 1.178  0.000
31 H 0.866 -4.861 2.305  0.001
32 C 3.752 1.989 -0.660  0.009
33 Si 4.022 0.153 -0.694  0.054
34 C 5.104 -0.374 -2.118  0.002
35 C 4.553 -0.577 0.926  0.014
36 Se 2.045 -0.973 -1.338  0.528
37 H 4.702 2.484 -0.447  0.001
38 H 3.036 2.275 0.109  0.000
39 H 3.388 2.355 -1.622  0.000
40 H 6.148 -0.152 -1.889  0.000
41 H 4.836 0.142 -3.039  0.001
42 H 5.024 -1.447 -2.293  0.000
43 H 5.641 -0.659 0.934  0.002
44 H 4.117 -1.566 1.075  0.001
45 H 4.239 0.051 1.759  0.001

Computed properties:
* expectation value of S²: 6.019
* gap between HOMO and LUMO (spin up / spin down): 7.6 / 7.2 eV
* electronic energy: -4702.155970 Ha
* HOMO level (spin up / spin down): -8.95 / -9.59 eV
* LUMO energy (spin up / spin down): -1.4 / -2.4 eV
* spin multiplicity: 5

***

(4)
# CH6N5

A structure of composition CH6N5 at a distorted geometry (ωB97M-V with the def2-TZVPD basis set, OMol25).

Last column: Löwdin charge in e.
Element x y z (Å)
1 C -1.549 -1.400 0.034  0.125
2 N -4.351 0.161 -0.187  0.317
3 N -3.320 0.533 -0.029  -0.146
4 N -2.145 0.765 0.177  0.001
5 N -1.145 -0.164 0.182  -0.023
6 N 1.305 0.937 -0.116  0.168
7 H -2.560 -1.559 -0.243  0.069
8 H -0.786 -2.164 -0.059  0.104
9 H 1.780 0.503 0.625  0.081
10 H 1.306 1.853 0.075  0.042
11 H 0.101 0.211 0.113  0.154
12 H 1.748 0.867 -1.016  0.108

Computed properties:
* net charge: +1
* gap between HOMO and LUMO: 9.6 eV
* electronic energy: -315.083104 Ha
* HOMO level: -14.41 eV
* LUMO energy: -4.8 eV
* spin multiplicity: 1
* energy above the lowest of the compared OMol25 structures with the same formula, charge and spin: 271.42 kJ/mol

***

Among the records above, which one has the lowest electronic energy? C13H17NO9OsP2SeSi

***

Look up the spin multiplicity of the third one. 5